Entry 1:
A molecular structure, C31H57N2O5P3SiTi in a non-equilibrium geometry, computed with wB97M-V/def2-TZVPD.

Positions of all 100 atoms, in Å:
Ti: 0.18 -0.51 -0.43
C: 2.87 -2.75 1.79
P: 1.54 -2.72 0.52
C: 0.62 -4.23 0.96
C: 2.53 -3.26 -0.92
C: 3.39 -2.05 -1.30
P: 2.29 -0.72 -2.01
C: 2.37 -1.37 -3.71
C: 3.52 0.62 -1.77
H: 3.45 -1.83 1.81
H: 3.52 -3.60 1.59
H: 2.42 -2.87 2.78
H: 1.31 -5.07 1.01
H: -0.15 -4.44 0.22
H: 0.14 -4.10 1.93
H: 1.85 -3.53 -1.74
H: 3.13 -4.14 -0.67
H: 4.18 -2.30 -2.01
H: 3.88 -1.65 -0.41
H: 3.36 -1.17 -4.13
H: 1.60 -0.94 -4.36
H: 2.22 -2.45 -3.66
H: 4.43 0.41 -2.35
H: 3.77 0.62 -0.71
H: 3.12 1.59 -2.04
C: 2.53 2.37 -4.45
C: 1.08 2.08 -4.16
C: 0.10 2.73 -4.88
C: -1.23 2.38 -4.66
C: -1.51 1.40 -3.74
C: -0.48 0.77 -3.03
N: 0.79 1.15 -3.23
N: -0.74 -0.26 -2.13
Si: -2.02 -1.42 -2.60
C: -1.61 -3.00 -1.68
C: -1.74 -1.81 -4.40
C: -3.78 -0.92 -2.32
H: 2.64 2.63 -5.50
H: 3.16 1.52 -4.23
H: 2.89 3.22 -3.86
H: 0.37 3.47 -5.62
H: -2.02 2.87 -5.20
H: -2.53 1.10 -3.56
H: -0.53 -3.07 -1.53
H: -1.92 -3.87 -2.27
H: -2.10 -3.05 -0.71
H: -0.70 -2.13 -4.57
H: -1.95 -0.97 -5.07
H: -2.39 -2.64 -4.71
H: -3.99 -0.81 -1.25
H: -4.43 -1.71 -2.70
H: -4.06 0.01 -2.82
C: -4.01 -0.26 3.91
C: -2.51 -0.50 3.87
C: -2.18 -1.98 3.85
C: -1.84 0.21 5.04
O: -1.92 0.14 2.67
P: -2.17 -0.35 1.19
O: -3.50 -0.89 0.94
O: -0.97 -1.28 0.78
O: -1.72 0.94 0.34
C: -2.31 2.30 0.51
C: -3.75 2.22 1.01
C: -2.27 2.92 -0.87
C: -1.42 3.06 1.47
H: -4.43 -0.79 4.77
H: -4.49 -0.62 3.01
H: -4.23 0.81 4.03
H: -2.48 -2.43 4.80
H: -1.11 -2.13 3.71
H: -2.72 -2.48 3.04
H: -2.27 -0.16 5.97
H: -2.02 1.28 4.97
H: -0.77 0.04 5.05
H: -4.34 1.54 0.41
H: -4.18 3.22 0.95
H: -3.79 1.89 2.05
H: -2.99 2.44 -1.53
H: -1.28 2.83 -1.31
H: -2.52 3.98 -0.79
H: -1.31 2.52 2.41
H: -1.86 4.04 1.68
H: -0.44 3.22 1.03
C: 2.21 2.86 0.39
C: 1.83 1.58 1.07
O: 1.15 0.74 0.39
C: 2.24 1.27 2.41
C: 1.76 0.13 3.08
C: 2.22 -0.18 4.34
C: 3.15 0.62 4.97
C: 3.61 1.77 4.33
C: 3.16 2.09 3.07
H: 1.74 2.90 -0.59
H: 3.29 2.93 0.26
H: 1.89 3.72 0.97
H: 0.99 -0.48 2.60
H: 1.83 -1.06 4.85
H: 3.51 0.37 5.96
H: 4.33 2.42 4.83
H: 3.54 2.99 2.59

Total charge: +1
E in hartree: -3864.30943
⟨S²⟩: 0.7774
Multiplicity: 2
Frontier orbital gap (spin up / spin down) in Eh: 0.224 / 0.257

These are the Mulliken partial charges, in e, on atoms 1 to 5: atom 1 (Ti): -1.506, atom 2 (C): -1.647, atom 3 (P): 1.573, atom 4 (C): -1.356, atom 5 (C): -0.970



Entry 2:
A gas-phase ion, CH2N3O3 (charge -1) in a non-equilibrium geometry, computed with wB97M-V/def2-TZVPD.

Positions of all 9 atoms, in Å:
O: 0.85 1.14 2.28
N: 0.77 0.77 1.01
C: -0.29 0.43 0.35
N: -1.59 0.22 0.38
O: -1.66 -0.22 -1.00
N: -0.24 -0.02 -1.29
O: 0.38 -1.25 -1.47
H: 1.64 0.77 0.48
H: 0.14 -1.85 -0.74

Total charge: -1
E in hartree: -429.06297
SMILES: [O-]Nc1non1O
Frontier orbital gap in Eh: 0.236

These are the Mulliken partial charges, in e, on atoms 1 to 5: atom 1 (O): -0.774, atom 2 (N): 0.019, atom 3 (C): 0.433, atom 4 (N): -0.526, atom 5 (O): -0.214



Entry 3:
C4H7ClN2S in the gas phase in a non-equilibrium geometry, computed with wB97M-V/def2-TZVPD.

Positions of all 15 atoms, in Å:
C: -3.16 -0.45 0.10
N: -1.93 -0.58 -0.74
N: -0.75 -0.66 -0.02
C: 0.31 -1.67 0.23
C: 1.10 -0.58 0.72
Cl: 2.47 -0.24 -0.36
C: 0.09 0.46 0.39
S: -0.16 2.03 0.07
H: -3.96 -0.15 -0.51
H: -3.45 -1.19 0.80
H: -3.04 0.35 0.76
H: -1.91 -0.09 -1.61
H: 0.56 -2.25 -0.61
H: -0.12 -2.33 1.15
H: 1.19 -0.65 1.82

E in hartree: -1124.38450
SMILES: CNN1C[C@@H](Cl)C1=S
Frontier orbital gap in Eh: 0.334

These are the Mulliken partial charges, in e, on atoms 1 to 5: atom 1 (C): -0.939, atom 2 (N): -0.605, atom 3 (N): 0.411, atom 4 (C): -0.798, atom 5 (C): 0.590



Entry 4:
A gas-phase ion, C6H11N2O2S2 (charge +1) in a non-equilibrium geometry, computed with wB97M-V/def2-TZVPD.

Positions of all 23 atoms, in Å:
C: -3.24 -1.51 0.18
O: -2.04 -0.70 0.49
C: -1.13 -0.73 -0.41
O: -0.98 -1.40 -1.39
C: 0.19 0.26 0.01
S: -0.15 1.96 -0.56
C: -1.73 2.23 0.28
N: 1.32 -0.25 -0.85
C: 2.50 -0.25 -0.28
N: 3.56 -0.65 -0.95
C: 2.42 0.18 1.13
S: 0.69 -0.05 1.74
H: -3.47 -1.80 1.13
H: -2.99 -2.33 -0.37
H: -4.10 -1.07 -0.28
H: -1.64 1.78 1.18
H: -2.50 1.93 -0.29
H: -1.95 3.32 0.54
H: 1.31 -0.27 -1.85
H: 4.49 -0.42 -0.77
H: 3.52 -1.10 -1.88
H: 3.22 -0.32 1.89
H: 2.69 1.19 1.30

Total charge: +1
E in hartree: -1291.31435
SMILES: COC(=O)[C@]1(SC)NC(=[NH2+])CS1
Frontier orbital gap in Eh: 0.326

These are the Mulliken partial charges, in e, on atoms 1 to 5: atom 1 (C): -0.888, atom 2 (O): -0.253, atom 3 (C): 0.528, atom 4 (O): -0.535, atom 5 (C): 0.419



ΔE to the lowest compared entry with this formula, charge and spin (eV)
2.1436 7.3515 3.2268 0.5006